[1]
{"formula": "C4H6NS", "method": "wB97M-V/def2-TZVPD", "charge": 1, "total_energy_ev": -16558.507, "homo_lumo_gap_ev": 9.3, "homo_ev": -13.82, "symbols": ["C", "C", "C", "C", "N", "S", "H", "H", "H", "H", "H", "H"], "positions_angstrom": [[0.960, -1.645, -0.754], [0.001, -0.770, -0.818], [-1.070, 0.081, -0.342], [-0.510, 0.561, 0.936], [1.284, -0.202, -0.793], [1.346, 0.688, 0.812], [1.523, -2.545, -1.024], [-2.048, -0.302, -0.201], [-1.268, 0.919, -1.117], [-0.675, -0.041, 1.802], [-1.154, 1.437, 1.323], [1.609, 1.819, 0.178]], "lowdin_charge": [0.11, -0.26, -0.17, -0.34, -0.20, 1.15, 0.14, 0.13, 0.18, 0.09, 0.16, 0.00]}


[2]
{"formula": "C4H6O", "method": "wB97M-V/def2-TZVPD", "total_energy_ev": -6288.253, "homo_lumo_gap_ev": 10.5, "homo_ev": -9.46, "symbols": ["O", "C", "C", "C", "C", "H", "H", "H", "H", "H", "H"], "positions_angstrom": [[2.946, -0.097, 0.116], [1.939, -0.247, -0.385], [-0.087, 0.265, 1.015], [-0.766, 1.005, -0.094], [-1.111, -0.325, 0.490], [0.342, -1.331, -1.412], [0.614, 0.330, 1.830], [-1.389, 1.866, 0.154], [-0.294, 1.068, -1.085], [-1.838, -1.118, 0.530], [-0.354, -1.417, -1.159]], "lowdin_charge": [0.09, 0.00, -0.17, -0.19, -0.14, 0.03, 0.10, 0.08, 0.06, 0.10, 0.05]}